64
Properties=species:S:1:pos:R:3 method="wB97M-V/def2-TZVPD" homo_lumo_gap_ha=0.3307 homo_ev=-8.4346 total_energy_ha=-1661.314611 smiles="Cc1ccc(-c2nnn(CC(=O)N(CCCO)[C@H](C(=O)NC3CCCC3)c3ccc(F)cc3)n2)o1"
C 6.514 -1.191 -3.152
C 5.410 -1.316 -2.167
C 5.387 -1.153 -0.808
C 4.062 -1.397 -0.398
C 3.364 -1.694 -1.543
C 1.989 -2.038 -1.726
N 1.441 -2.433 -2.898
N 0.201 -2.661 -2.666
N -0.013 -2.415 -1.397
C -1.288 -2.562 -0.768
C -1.738 -1.258 -0.091
O -1.894 -1.254 1.120
N -1.945 -0.180 -0.864
C -1.747 -0.122 -2.303
C -0.419 0.553 -2.701
C -0.647 1.878 -3.442
O -1.449 2.780 -2.734
C -2.307 1.092 -0.225
C -1.045 1.723 0.406
O -0.498 2.685 -0.115
N -0.614 1.120 1.510
C 0.628 1.453 2.175
C 1.730 0.430 1.817
C 2.015 -0.362 3.101
C 0.790 -0.123 3.981
C 0.445 1.334 3.691
C -3.473 0.958 0.727
C -3.570 1.771 1.850
C -4.661 1.681 2.696
C -5.658 0.770 2.404
F -6.721 0.672 3.228
C -5.599 -0.035 1.281
C -4.506 0.072 0.443
N 1.069 -2.020 -0.759
O 4.187 -1.645 -2.614
H 7.435 -0.927 -2.643
H 6.277 -0.425 -3.889
H 6.653 -2.132 -3.684
H 6.216 -0.892 -0.181
H 3.667 -1.368 0.596
H -1.215 -3.305 0.032
H -1.997 -2.907 -1.523
H -2.573 0.460 -2.722
H -1.801 -1.125 -2.725
H 0.161 -0.100 -3.354
H 0.176 0.747 -1.805
H 0.331 2.322 -3.677
H -1.170 1.686 -4.384
H -1.009 2.989 -1.885
H -2.609 1.768 -1.035
H -1.095 0.279 1.818
H 0.890 2.465 1.857
H 1.371 -0.234 1.029
H 2.623 0.932 1.448
H 2.904 0.032 3.597
H 2.176 -1.420 2.901
H -0.030 -0.772 3.668
H 0.990 -0.305 5.036
H -0.565 1.604 3.998
H 1.150 1.993 4.198
H -2.794 2.489 2.066
H -4.743 2.305 3.572
H -6.400 -0.727 1.074
H -4.458 -0.547 -0.440

---

61
Properties=species:S:1:pos:R:3 method="wB97M-V/def2-TZVPD" homo_lumo_gap_ha=0.2786 homo_ev=-8.8848 total_energy_ha=-1794.951134 smiles="O=C=NC1=CC(=O)c2c(CCCS)cc(CCO)cc2C1=O.CCCC#N.CCCC#N"
O -2.075 -4.176 -1.963
C -2.656 -3.113 -1.605
N -3.057 -1.846 -1.685
C -1.861 -0.980 -1.533
C -1.807 0.152 -0.633
C -0.413 0.990 -0.531
O -0.402 2.251 -0.427
C 0.922 0.067 -0.628
C 2.230 0.363 0.227
C 2.305 1.582 1.287
C 2.717 1.096 2.785
C 4.188 1.702 3.141
S 5.265 0.289 3.728
C 3.460 -0.632 0.008
C 3.443 -1.851 -0.969
C 4.628 -2.906 -1.206
C 5.986 -2.612 -0.384
O 6.178 -3.700 0.569
C 2.102 -2.107 -1.799
C 0.859 -1.172 -1.636
C -0.551 -1.396 -2.412
O -0.628 -1.820 -3.611
H -2.703 0.463 0.023
H 1.298 2.138 1.404
H 3.046 2.372 0.868
H 2.625 -0.034 2.950
H 1.981 1.597 3.534
H 4.127 2.453 4.022
H 4.696 2.190 2.237
H 4.680 -0.872 3.214
H 4.381 -0.418 0.654
H 4.877 -2.938 -2.343
H 4.201 -3.953 -0.928
H 6.053 -1.565 0.077
H 6.864 -2.697 -1.145
H 6.041 -4.548 0.072
H 2.002 -3.013 -2.518
C -4.538 -1.750 -4.658
C -5.646 -1.785 -5.705
C -6.569 -0.566 -5.636
C -7.237 -0.506 -4.288
N -7.767 -0.459 -3.222
H -4.942 -1.768 -3.642
H -3.889 -2.623 -4.763
H -3.922 -0.852 -4.768
H -6.231 -2.701 -5.572
H -5.193 -1.834 -6.700
H -7.336 -0.630 -6.413
H -6.001 0.355 -5.795
C -1.210 3.477 6.245
C -1.212 4.430 5.054
C -1.794 3.799 3.787
C -0.975 2.601 3.390
N -0.326 1.652 3.076
H -0.581 2.602 6.059
H -0.813 3.978 7.132
H -2.223 3.132 6.473
H -0.186 4.764 4.865
H -1.797 5.319 5.312
H -1.787 4.524 2.969
H -2.829 3.487 3.954

---

57
Properties=species:S:1:pos:R:3 method="wB97M-V/def2-TZVPD" homo_lumo_gap_ha=0.2610 charge=+1 homo_ev=-10.7936 total_energy_ha=-1150.704660
C 2.119 -0.583 2.168
N 0.960 0.235 1.948
C 1.093 1.646 2.228
C 0.147 2.454 1.365
C -1.233 1.900 1.437
N -1.267 0.438 1.346
C -2.533 -0.060 0.856
C -2.683 -1.508 1.253
C -1.404 -2.254 1.024
N -0.351 -1.708 1.834
C -0.245 -0.365 1.723
H 1.880 -1.577 1.781
H 2.983 -0.145 1.652
H 2.339 -0.658 3.238
H 0.895 1.855 3.303
H 2.138 1.925 2.033
H 0.141 3.496 1.692
H 0.505 2.440 0.335
H -1.730 2.222 2.368
H -1.844 2.296 0.622
H -3.340 0.578 1.249
H -2.567 0.054 -0.244
H -2.964 -1.555 2.313
H -3.504 -1.932 0.669
H -1.484 -3.294 1.325
H -1.222 -2.231 -0.061
C 2.075 -0.028 6.858
N 1.843 -1.202 6.027
C 0.737 -1.410 5.257
C 0.858 -2.618 4.532
C -0.066 -3.013 3.492
C 0.030 -4.442 3.048
C 1.190 -4.858 2.367
C 1.299 -6.150 1.841
C 0.292 -7.096 2.058
C -0.840 -6.722 2.796
C -0.976 -5.418 3.294
C 2.062 -3.262 5.113
C 2.695 -4.518 5.026
C 3.961 -4.692 5.637
C 4.580 -3.698 6.375
C 3.935 -2.456 6.566
C 2.678 -2.305 5.931
H 3.052 -0.108 7.350
H 2.056 0.889 6.254
H 1.298 0.057 7.628
H -0.044 -0.652 5.208
H -1.078 -2.677 3.690
H 1.978 -4.121 2.218
H 2.182 -6.406 1.257
H 0.396 -8.109 1.650
H -1.632 -7.461 2.959
H -1.879 -5.147 3.851
H 2.215 -5.321 4.510
H 4.466 -5.657 5.511
H 5.554 -3.860 6.843
H 4.334 -1.666 7.167

---

61
Properties=species:S:1:pos:R:3 method="wB97M-V/def2-TZVPD" homo_lumo_gap_ha=0.3209 homo_ev=-8.6871 total_energy_ha=-1513.395609 smiles="COc1cc(C(C)=O)ccc1COc1ccc(C(=O)OCC(=O)NC(C)(C)C)cc1OC"
C -2.108 -0.130 0.453
O -2.371 -0.319 -0.914
C -2.090 0.691 -1.787
C -1.656 1.950 -1.397
C -1.404 2.939 -2.348
C -0.934 4.303 -1.988
C -0.646 4.576 -0.530
O -0.786 5.159 -2.830
C -1.595 2.652 -3.696
C -2.017 1.395 -4.085
C -2.270 0.404 -3.151
C -2.630 -0.991 -3.595
O -1.442 -1.767 -3.760
C -0.797 -2.100 -2.603
C 0.480 -1.601 -2.391
C 1.176 -1.884 -1.231
C 0.582 -2.679 -0.259
C 1.220 -2.944 1.046
O 0.705 -3.556 1.949
O 2.445 -2.383 1.132
C 3.114 -2.448 2.381
C 3.138 -1.098 3.117
O 3.689 -0.995 4.190
N 2.505 -0.113 2.460
C 2.380 1.273 2.912
C 1.672 1.299 4.267
C 3.773 1.896 3.027
C 1.548 2.015 1.865
C -0.685 -3.222 -0.477
C -1.383 -2.954 -1.642
O -2.613 -3.448 -1.935
C -3.227 -4.315 -1.011
H -1.052 0.102 0.627
H -2.737 0.657 0.883
H -2.342 -1.079 0.933
H -1.518 2.169 -0.351
H 0.095 3.875 -0.153
H -1.558 4.474 0.055
H -0.270 5.590 -0.427
H -1.399 3.426 -4.422
H -2.148 1.170 -5.133
H -3.089 -0.974 -4.585
H -3.305 -1.466 -2.878
H 0.907 -0.967 -3.153
H 2.164 -1.481 -1.075
H 4.144 -2.762 2.197
H 2.625 -3.183 3.030
H 2.148 -0.331 1.542
H 1.557 2.323 4.612
H 2.257 0.744 4.995
H 0.688 0.840 4.190
H 4.280 1.878 2.065
H 3.698 2.926 3.365
H 4.364 1.333 3.744
H 1.436 3.056 2.154
H 0.557 1.570 1.785
H 2.033 1.977 0.891
H -1.096 -3.848 0.299
H -4.175 -4.601 -1.464
H -2.622 -5.210 -0.838
H -3.418 -3.814 -0.057